No. 1
This record from the OMol25 dataset describes a molecular structure, C22H38AuN8O3P. The level of theory is the ωB97M-V functional and the def2-TZVPD basis.

```
! wB97M-V def2-TZVPD RIJCOSX def2/J DEFGRID3
* xyz 2 3
Au 0.305 -0.221 -0.255
N -1.287 -2.144 -0.444
N -2.406 -1.684 -1.164
C -2.675 -0.355 -1.286
N -3.887 -0.010 -1.663
N -1.636 0.458 -1.046
N -1.832 1.838 -0.980
O -0.858 2.445 -0.600
O -2.890 2.338 -1.282
H -0.855 -2.890 -0.981
H -1.605 -2.503 0.455
H -3.185 -2.323 -1.238
H -4.620 -0.696 -1.757
H -4.099 0.972 -1.785
C 5.722 -2.199 -0.130
C 5.153 -1.426 1.056
C 4.298 -0.230 0.589
C 3.659 -0.518 -0.789
C 3.293 -2.013 -0.876
C 4.593 -2.828 -0.971
P 2.298 0.584 -1.187
C 1.918 0.606 -2.975
C 0.970 -0.522 -3.457
C 1.037 -0.627 -4.979
C 2.415 -1.143 -5.424
C 3.529 -0.707 -4.458
C 3.220 0.653 -3.840
C 2.500 2.297 -0.651
C 2.546 2.599 0.853
C 2.275 4.103 1.044
C 2.911 4.946 -0.083
C 4.135 4.237 -0.654
C 3.731 2.933 -1.368
H 6.399 -2.977 0.220
H 6.330 -1.530 -0.745
H 5.952 -1.058 1.697
H 4.551 -2.096 1.673
H 4.908 0.671 0.523
H 3.518 -0.032 1.330
H 4.370 -0.290 -1.593
H 2.643 -2.241 -1.720
H 2.742 -2.277 0.034
H 4.899 -2.888 -2.017
H 4.394 -3.849 -0.646
H 1.380 1.554 -3.086
H -0.050 -0.309 -3.130
H 1.255 -1.487 -3.027
H 0.833 0.358 -5.408
H 0.249 -1.287 -5.340
H 2.635 -0.775 -6.426
H 2.397 -2.232 -5.494
H 4.482 -0.650 -4.982
H 3.665 -1.452 -3.667
H 3.052 1.388 -4.630
H 4.073 1.026 -3.279
H 1.584 2.754 -1.045
H 3.526 2.337 1.247
H 1.815 2.011 1.410
H 2.675 4.409 2.010
H 1.198 4.275 1.079
H 3.188 5.929 0.293
H 2.185 5.122 -0.882
H 4.844 4.019 0.148
H 4.663 4.868 -1.368
H 4.582 2.247 -1.377
H 3.470 3.141 -2.406
O 0.315 0.489 2.314
N -0.451 0.885 3.155
C -1.696 0.647 3.389
C -2.343 -0.283 2.490
N -2.768 -1.012 1.712
C -2.370 1.289 4.476
N -2.943 1.807 5.323
*
```

Relative energy (zero: lowest compared OMol25 entry of this formula, charge and spin) (eV): 0.359
E (eV): -54452.8937
HOMO energy (alpha / beta) (eV): -15.7 / -15.8

=====

No. 2
This record from the OMol25 dataset describes C4H7NO2 in the gas phase. The level of theory is the ωB97M-V functional and the def2-TZVPD basis.

```
! wB97M-V def2-TZVPD RIJCOSX def2/J DEFGRID3
* xyz 0 1
O -1.053 -0.522 1.505
C -1.099 -0.013 0.201
C -0.225 -0.890 -0.907
N 1.149 -1.187 -0.532
C 1.767 -0.272 0.090
O 1.213 0.883 0.535
C -0.382 1.293 0.108
H -0.114 -0.547 1.732
H -2.185 0.074 -0.024
H -0.140 -0.343 -1.867
H -0.709 -1.844 -1.113
H 2.852 -0.426 0.269
H -0.650 1.751 -0.876
H -0.422 2.043 0.879
*
```

Relative energy (zero: lowest compared OMol25 entry of this formula, charge and spin) (eV): 2.850
Structure (SMILES): O[C@@H]1CN=COC1
E (eV): -9844.4295
HOMO energy (eV): -9.6

=====

No. 3
This record from the OMol25 dataset describes a molecular structure, C26H31Ge2N5O4Zr. The level of theory is the ωB97M-V functional and the def2-TZVPD basis.

```
! wB97M-V def2-TZVPD RIJCOSX def2/J DEFGRID3
* xyz 2 1
Zr -0.236 1.361 -0.731
C 0.627 3.734 2.430
C -0.730 3.484 1.888
N -1.073 2.693 0.868
C -2.443 2.848 0.683
C -2.925 3.715 1.613
N -1.835 4.090 2.350
C -4.258 4.312 1.970
O -5.305 3.950 1.258
O -4.286 5.074 2.891
C -3.058 2.164 -0.461
O -4.222 2.156 -0.722
O -2.110 1.517 -1.196
H 1.369 3.089 1.966
H 0.646 3.583 3.510
H 0.913 4.770 2.233
H -1.910 4.760 3.110
H -5.100 3.315 0.545
C -1.614 -2.122 -4.407
C -1.612 -1.082 -3.279
Ge 0.049 -1.097 -2.251
C 1.315 0.302 -2.862
C 1.826 -0.191 -4.238
C 0.838 -2.730 -1.639
C 0.766 -2.842 -0.290
Ge -0.120 -1.242 0.407
C 1.101 0.083 1.317
C 1.206 -0.250 2.817
C -1.930 -1.158 1.182
C -2.228 -2.152 2.307
C 1.212 -3.953 0.557
C 1.915 -5.032 0.011
C 2.329 -6.074 0.821
C 2.047 -6.057 2.181
C 1.348 -4.993 2.736
C 0.938 -3.952 1.923
H -2.574 -2.101 -4.921
H -1.471 -3.131 -4.019
H -0.838 -1.933 -5.148
H -2.426 -1.284 -2.578
H -1.770 -0.071 -3.662
H 2.150 0.411 -2.164
H 0.888 1.303 -3.045
H 2.299 -1.170 -4.156
H 2.567 0.508 -4.620
H 1.016 -0.257 -4.964
H 1.253 -3.499 -2.281
H 0.780 1.144 1.309
H 2.078 0.053 0.826
H 0.227 -0.252 3.297
H 1.831 0.486 3.322
H 1.666 -1.226 2.965
H -2.627 -1.308 0.354
H -2.066 -0.126 1.533
H -2.086 -3.179 1.973
H -3.265 -2.044 2.624
H -1.597 -1.988 3.181
H 2.146 -5.056 -1.045
H 2.873 -6.904 0.393
H 2.373 -6.874 2.810
H 1.125 -4.983 3.794
H 0.374 -3.127 2.353
N 1.311 2.666 -0.952
C 2.154 3.483 -1.168
C 3.100 4.388 -1.401
C 4.283 3.970 -2.080
N 5.212 3.567 -2.621
C 2.895 5.714 -0.923
N 2.666 6.750 -0.484
*
```

Relative energy (zero: lowest compared OMol25 entry of this formula, charge and spin) (eV): 0.112
E (eV): -157402.3382
HOMO energy (eV): -14.2

=====

No. 4
This record from the OMol25 dataset describes a molecular structure, C36H105F2N10O16PbS2. The level of theory is the ωB97M-V functional and the def2-TZVPD basis.

```
! wB97M-V def2-TZVPD RIJCOSX def2/J DEFGRID3
* xyz 1 1
Pb 5.172 -1.527 -2.448
N 1.239 -1.633 -0.845
S 0.058 -2.519 -0.997
O -1.113 -2.138 -1.707
O -0.056 -3.524 0.071
F 0.860 -3.371 -2.119
S 0.340 -0.515 0.146
O -0.464 -1.024 1.252
O -0.154 0.681 -0.558
F 1.591 0.136 0.948
O -3.411 -5.699 1.645
H -3.341 -5.104 2.391
H -2.658 -5.484 1.094
O 5.460 1.905 -0.391
H 5.065 2.718 -0.705
H 5.834 2.133 0.460
O -0.369 5.318 0.756
H -0.824 5.476 1.583
H -0.681 4.459 0.471
C 2.407 7.893 -2.831
C 3.188 7.943 -1.531
C 2.516 8.944 -0.486
O 3.097 8.835 0.828
C 2.368 9.643 1.707
N 3.186 6.624 -0.934
H 2.447 8.885 -3.282
H 1.407 7.501 -2.647
H 2.863 7.171 -3.508
H 4.234 8.184 -1.721
H 1.439 8.786 -0.533
H 2.675 9.993 -0.737
H 2.159 10.616 1.264
H 3.021 9.708 2.578
H 1.421 9.139 1.900
H 3.561 6.899 -0.038
H 2.251 6.475 -0.582
C 4.614 0.411 6.402
C 4.687 1.464 7.490
C 3.934 2.713 7.072
O 4.486 3.458 5.983
C 3.478 4.284 5.337
N 4.089 0.815 8.713
H 5.305 -0.395 6.647
H 4.990 0.760 5.440
H 3.645 -0.062 6.242
H 5.714 1.669 7.792
H 3.987 3.372 7.938
H 2.868 2.522 6.944
H 4.069 4.709 4.526
H 3.193 5.133 5.958
H 2.582 3.733 5.052
H 4.628 -0.035 8.627
H 3.158 0.487 8.499
C -0.969 -10.304 -1.456
C -0.516 -11.800 -1.467
C -1.562 -12.867 -1.824
O -2.142 -12.657 -3.117
C -3.098 -13.635 -3.438
N 0.431 -11.858 -2.579
H -0.165 -9.669 -1.083
H -1.855 -10.162 -0.837
H -1.361 -10.002 -2.427
H -0.049 -12.092 -0.527
H -2.317 -12.935 -1.041
H -1.085 -13.830 -2.004
H -3.064 -13.890 -4.498
H -4.078 -13.289 -3.111
H -3.026 -14.560 -2.865
H -0.184 -11.987 -3.370
H 0.903 -12.749 -2.626
C -3.340 2.680 -10.739
C -4.705 2.098 -10.582
C -4.789 1.389 -9.268
O -3.761 0.359 -9.094
C -3.983 -0.330 -7.835
N -5.624 3.215 -10.601
H -3.309 3.180 -11.707
H -2.624 1.858 -10.757
H -2.960 3.416 -10.031
H -4.918 1.389 -11.382
H -5.814 1.065 -9.089
H -4.642 2.127 -8.480
H -4.139 0.404 -7.045
H -3.158 -0.975 -7.533
H -4.894 -0.929 -7.840
H -6.570 2.889 -10.462
H -5.637 3.666 -11.505
C 5.812 -6.642 0.899
C 5.724 -5.235 0.461
C 6.929 -4.511 1.160
O 6.934 -3.129 0.864
C 8.066 -2.479 1.423
N 5.772 -5.177 -1.000
H 6.699 -7.130 0.495
H 4.942 -7.262 0.682
H 6.050 -6.641 1.962
H 4.761 -4.881 0.829
H 7.768 -4.992 0.656
H 7.088 -4.566 2.237
H 8.220 -1.465 1.054
H 8.947 -3.094 1.240
H 7.975 -2.337 2.500
H 6.667 -5.508 -1.332
H 5.153 -5.937 -1.246
C -0.466 -4.457 6.188
C -1.409 -3.460 6.875
C -0.740 -2.218 7.508
O 0.272 -2.552 8.479
C -0.175 -2.750 9.824
N -2.425 -3.007 5.954
H -1.039 -5.151 5.573
H 0.073 -5.054 6.924
H 0.303 -4.003 5.562
H -1.937 -3.922 7.709
H -1.467 -1.552 7.973
H -0.315 -1.592 6.723
H -0.813 -1.922 10.133
H 0.657 -2.851 10.521
H -0.686 -3.712 9.792
H -3.223 -2.697 6.490
H -2.034 -2.267 5.389
C 2.045 1.877 -7.037
C 2.655 0.673 -6.269
C 3.276 -0.443 -7.153
O 3.366 -1.555 -6.259
C 3.268 -2.779 -6.887
N 3.745 1.054 -5.369
H 2.715 2.580 -7.534
H 1.517 2.517 -6.331
H 1.302 1.501 -7.741
H 1.819 0.255 -5.708
H 4.207 -0.234 -7.680
H 2.486 -0.724 -7.850
H 3.240 -2.726 -7.976
H 2.395 -3.377 -6.624
H 4.123 -3.422 -6.676
H 3.367 1.865 -4.901
H 4.570 1.371 -5.858
C -4.591 5.233 -2.984
C -5.668 4.159 -2.758
C -5.265 3.038 -1.911
O -6.428 2.179 -1.753
C -6.305 1.334 -0.609
N -6.765 4.832 -2.108
H -3.998 4.809 -3.795
H -4.000 5.318 -2.072
H -4.994 6.154 -3.404
H -5.968 3.704 -3.702
H -4.965 3.489 -0.965
H -4.485 2.380 -2.295
H -6.254 1.849 0.350
H -5.365 0.784 -0.675
H -7.076 0.563 -0.606
H -7.305 5.190 -2.883
H -7.294 4.012 -1.851
C -3.142 3.979 5.739
C -4.045 5.100 5.207
C -4.777 5.732 6.363
O -5.793 4.799 6.828
C -6.772 5.305 7.718
N -3.280 6.089 4.510
H -2.337 4.357 6.369
H -2.588 3.597 4.881
H -3.593 3.087 6.173
H -4.775 4.678 4.516
H -5.318 6.645 6.115
H -4.120 6.084 7.159
H -7.548 4.546 7.614
H -7.245 6.203 7.320
H -6.474 5.339 8.766
H -2.902 6.753 5.171
H -3.956 6.625 3.986
*
```

Relative energy (zero: lowest compared OMol25 entry of this formula, charge and spin) (eV): 9.596
E (eV): -119026.6500
HOMO energy (eV): -9.9

=====

No. 5
This record from the OMol25 dataset describes a molecular structure, C4H5NO3. The level of theory is the ωB97M-V functional and the def2-TZVPD basis.

```
! wB97M-V def2-TZVPD RIJCOSX def2/J DEFGRID3
* xyz 0 1
C -0.863 1.455 -0.488
C 0.015 0.893 0.479
C 1.291 -1.388 0.484
C 0.068 -1.694 -0.608
H -1.084 2.866 1.057
H 2.389 -1.230 -0.095
H 1.252 -2.304 1.110
H -0.999 -2.395 -0.119
H 0.063 -1.442 -1.929
N 0.325 -0.373 0.409
O -1.392 2.767 -0.044
O -1.304 1.118 -1.609
O 0.239 1.727 1.353
*
```

Relative energy (zero: lowest compared OMol25 entry of this formula, charge and spin) (eV): 6.487
E (eV): -11855.5140
HOMO energy (eV): -10.2

=====

No. 6
This record from the OMol25 dataset describes a molecular structure, H18O11V. The level of theory is the ωB97M-V functional and the def2-TZVPD basis.

```
! wB97M-V def2-TZVPD RIJCOSX def2/J DEFGRID3
* xyz 1 1
O -0.781 -0.018 2.303
V -0.614 0.560 0.774
O 0.101 -0.663 -0.022
O 1.379 1.087 -5.388
H 1.486 0.237 -4.960
H 1.295 0.878 -6.318
O 0.944 -3.070 -4.498
H 1.510 -3.537 -3.882
H 0.621 -3.750 -5.089
O -2.367 -4.089 5.071
H -3.194 -3.767 4.714
H -2.540 -5.004 5.290
O -3.049 3.516 1.879
H -3.439 3.591 2.750
H -3.411 4.256 1.390
O -3.976 -0.398 -1.002
H -3.972 -0.461 -1.957
H -4.902 -0.322 -0.771
O -0.671 3.290 -2.144
H -0.843 4.228 -2.061
H -0.268 3.196 -3.007
O 2.589 2.346 1.024
H 2.875 3.224 0.773
H 3.367 1.800 0.917
O 3.351 -4.794 -0.823
H 2.591 -4.624 -0.266
H 4.012 -4.169 -0.523
O 2.736 2.224 5.646
H 2.512 1.381 5.252
H 2.660 2.853 4.929
*
```

Relative energy (zero: lowest compared OMol25 entry of this formula, charge and spin) (eV): 5.638
E (eV): -48492.0651
HOMO energy (eV): -13.4

=====

No. 7
This record from the OMol25 dataset describes 5 unconnected molecules or ions with the total composition C28H51IN8O8PS2. The level of theory is the ωB97M-V functional and the def2-TZVPD basis.

```
! wB97M-V def2-TZVPD RIJCOSX def2/J DEFGRID3
* xyz -1 1
N 7.813 3.363 1.070
C 7.573 2.764 0.122
C 7.266 2.024 -1.101
C 6.203 2.790 -1.911
C 4.748 2.808 -1.419
C 3.836 3.031 -2.639
S 2.204 3.768 -2.410
C 1.267 2.586 -1.512
S 1.809 1.678 -0.284
N -0.055 2.560 -2.026
C -0.260 1.499 -3.003
C -0.674 0.142 -2.385
O -0.993 0.200 -1.012
C -1.786 1.315 -0.672
C -1.128 2.654 -1.037
C 8.586 2.064 -2.043
O 8.348 1.707 -3.209
O 9.617 2.421 -1.494
C 6.915 0.488 -0.807
C 8.141 -0.322 -0.796
N 9.011 -1.067 -0.753
C 6.063 -0.039 -1.987
C 5.942 -1.542 -2.219
C 5.169 -2.363 -1.197
I 3.163 -1.683 -0.924
P 6.164 0.069 0.887
N 5.216 1.377 1.362
O 7.520 0.294 1.778
H 6.547 3.828 -1.946
H 6.237 2.437 -2.938
H 4.554 3.610 -0.702
H 4.456 1.872 -0.963
H 4.350 3.713 -3.319
H 3.713 2.082 -3.166
H -1.018 1.823 -3.722
H 0.661 1.355 -3.569
H -1.532 -0.262 -2.939
H 0.143 -0.573 -2.481
H -2.792 1.227 -1.096
H -1.902 1.276 0.412
H -0.731 3.144 -0.150
H -1.896 3.317 -1.451
H 6.520 0.383 -2.884
H 5.047 0.352 -1.943
H 5.396 -1.645 -3.162
H 6.912 -2.018 -2.376
H 5.078 -3.388 -1.553
H 5.644 -2.398 -0.222
H 4.231 1.217 1.204
H 5.493 2.313 1.088
H 7.338 -0.086 2.645
C -5.203 2.099 -1.238
O -5.010 0.899 -1.183
N -6.102 2.690 -2.046
C -6.286 4.127 -2.074
C -6.907 1.850 -2.916
H -4.639 2.815 -0.616
H -7.310 4.389 -1.801
H -6.078 4.521 -3.071
H -5.605 4.595 -1.366
H -7.492 1.143 -2.326
H -6.267 1.277 -3.588
H -7.576 2.477 -3.499
C -2.258 -1.346 2.822
O -2.730 -0.420 2.180
N -1.007 -1.808 2.707
C -0.526 -2.919 3.506
C -0.101 -1.177 1.752
H -2.853 -1.898 3.571
H 0.323 -2.608 4.117
H -0.213 -3.742 2.862
H -1.320 -3.273 4.161
H 0.016 -0.119 1.990
H -0.500 -1.249 0.743
H 0.868 -1.669 1.798
C -3.029 -3.738 0.157
O -2.700 -4.905 0.291
N -4.000 -3.309 -0.668
C -4.354 -1.902 -0.777
C -4.706 -4.290 -1.468
H -2.546 -2.918 0.711
H -5.399 -1.746 -0.508
H -4.202 -1.549 -1.797
H -3.732 -1.311 -0.108
H -5.197 -5.025 -0.828
H -4.012 -4.826 -2.117
H -5.452 -3.782 -2.075
C -4.416 -3.110 6.694
O -4.249 -4.310 6.793
N -5.350 -2.530 5.916
C -5.503 -1.090 5.838
C -6.226 -3.385 5.132
H -3.800 -2.379 7.247
H -6.504 -0.795 6.161
H -5.350 -0.753 4.810
H -4.768 -0.609 6.479
H -6.790 -4.051 5.786
H -5.643 -4.001 4.447
H -6.914 -2.764 4.564
*
```

E (eV): -97225.6550
HOMO energy (eV): -5.2

=====

No. 8
This record from the OMol25 dataset describes 2 unconnected molecules or ions with the total composition C4H11P3. The level of theory is the ωB97M-V functional and the def2-TZVPD basis.

```
! wB97M-V def2-TZVPD RIJCOSX def2/J DEFGRID3
* xyz 0 1
C -0.229 -1.078 -1.553
C 0.328 -0.248 1.600
C -0.125 0.427 -1.423
C -0.466 0.767 0.801
P 2.882 -0.140 -0.833
P 1.500 1.266 -1.298
P -2.339 0.651 0.725
H -0.069 -1.509 -0.457
H 0.719 -1.292 -2.046
H -1.045 -1.284 -2.183
H 1.295 -0.362 1.085
H 0.361 -0.125 2.679
H -0.168 -1.180 1.425
H -1.012 0.936 -1.607
H -0.200 1.888 0.801
H 3.706 0.904 -0.572
H -2.765 1.114 2.004
H -2.373 -0.737 0.852
*
```

Relative energy (zero: lowest compared OMol25 entry of this formula, charge and spin) (eV): 2.683
E (eV): -32188.1903
HOMO energy (alpha / beta) (eV): -8.3 / -8.3